Computed, not measured: C8H13NO3S in the gas phase at a distorted geometry, with ωB97M-V with the def2-TZVPD basis set.

Geometry (Å):
C  -1.860  -1.242  -1.636
C  -2.376  -0.210  -0.902
C  -0.497  -1.686  -1.865
C  -1.457  0.702  -0.390
C  0.565  -0.898  -2.033
C  -0.311  0.450  0.271
C  2.015  0.852  0.603
C  0.461  2.466  1.579
N  0.634  1.264  0.786
O  -0.076  -0.987  2.523
O  -1.511  -2.086  0.843
O  0.956  -2.139  0.748
S  -0.362  -1.242  1.122
H  -2.596  -1.797  -2.093
H  -3.408  -0.005  -1.021
H  -0.382  -2.781  -2.033
H  -1.642  1.736  -0.606
H  0.551  0.136  -1.937
H  1.423  -1.315  -2.250
H  2.076  0.048  -0.055
H  2.567  1.684  0.023
H  2.452  0.674  1.576
H  0.938  3.283  1.032
H  -0.692  2.808  1.811
H  0.796  2.249  2.651
H  1.738  -1.965  1.252

## Properties
- Frontier orbital gap: 8.065 eV
- Calculated total energy: -991.11353 hartree
- ΔE to the lowest compared entry with this formula, charge and spin: 5.698 eV
- E_HOMO: -8.008 eV
- Molar mass: 203.26 g mol⁻¹